Record 1
ORCA calculation (ωB97M-V/def2-TZVPD) on a cluster of 2 separate species, C4H13NO2 in total in a non-equilibrium geometry.

Calculated values
- orbital gap (eV) = 9.14
- HOMO level (eV) = -8.34
- SMILES = CNCCCO.O

ORCA input file:
```
! RIJCOSX wB97M-V def2-TZVPD def2/J DEFGRID3
* xyz 0 1
C -1.1508 -2.0285 0.2637
N -0.9214 -0.7405 -0.3111
C 0.2669 -0.4577 -1.0514
C 0.5788 1.0284 -1.2589
C 0.5961 1.8792 -0.0105
O -0.6589 1.9944 0.6518
H -1.2029 -2.0594 1.3574
H -1.9748 -2.5498 -0.2297
H -0.2845 -2.6728 0.0830
H -1.7260 -0.2408 -0.6520
H 1.1105 -0.9322 -0.5437
H 0.3789 -0.9771 -2.0242
H 1.5743 1.0149 -1.6998
H -0.0877 1.4294 -2.0018
H 0.8935 2.9046 -0.2551
H 1.3475 1.4752 0.6659
H -1.0512 2.8179 0.3634
O 0.8280 -0.8082 2.5810
H 0.0247 -0.7332 2.0476
H 1.4591 -0.3438 2.0244
*
```

=====

Record 2
ORCA calculation (ωB97M-V/def2-TZVPD) on a cluster of 2 separate species, C4H13NO2 in total in a non-equilibrium geometry.

Calculated values
- orbital gap (alpha / beta) (eV) = 11.49 / 6.17
- HOMO level (alpha / beta) (eV) = -15.18 / -15.17
- <S²> = 0.755

ORCA input file:
```
! RIJCOSX wB97M-V def2-TZVPD def2/J DEFGRID3
* xyz 1 2
C -0.8469 -0.7703 -0.5753
O -0.2353 -0.9933 -1.8390
C 0.0602 0.1178 0.2818
C -0.5977 -0.0993 1.6567
C -0.2649 -1.4094 2.3697
N 0.2343 1.5324 0.1325
H -1.8718 -0.2435 -0.5555
H -1.0509 -1.6874 -0.0489
H -0.5830 -0.4350 -2.4458
H 1.1359 -0.3528 0.3758
H -0.2047 0.8638 2.2063
H -1.6121 0.0230 1.3495
H 0.6114 -1.4105 3.1507
H -0.1760 -2.1578 1.5096
H -1.1886 -1.7505 2.8785
H -0.0813 1.8615 -0.8684
H 1.2743 1.8730 0.1232
H 1.0591 2.0212 -3.2019
H 2.3392 1.0783 -3.1836
O 1.9989 1.9390 -3.3159
*
```

=====

Record 3
ORCA calculation (ωB97M-V/def2-TZVPD) on a cluster of 3 separate species, C4H13NO2S in total in a non-equilibrium geometry.

Calculated values
- orbital gap (eV) = 5.47
- HOMO level (eV) = -7.96

ORCA input file:
```
! RIJCOSX wB97M-V def2-TZVPD def2/J DEFGRID3
* xyz 0 1
C -0.9681 -0.7199 -1.7933
O -0.1550 -1.5690 -2.5822
C -0.2748 -0.4383 -0.4527
C -0.9627 0.7012 0.2973
C -0.1761 1.4248 1.3535
S 1.3777 2.0290 0.8293
N -0.4645 -1.6288 0.3947
H -1.2496 0.2283 -2.2475
H -1.9101 -1.2227 -1.5634
H 0.1059 -1.0813 -3.3613
H 0.8046 -0.3080 -0.5232
H -1.1112 1.6306 -0.5152
H -1.8911 0.2634 0.6827
H -0.2645 0.7613 2.2264
H -0.7668 2.2822 1.6974
H -1.3287 2.3507 -0.9115
H -0.3531 -2.4444 -0.1869
H 0.1990 -1.6711 1.1549
H 3.8006 -0.1680 2.2426
H 2.5166 0.1656 1.4966
O 3.0720 -0.5856 1.7619
*
```

=====

Asked for energy across the records above, the calculation gives -9942.922; -9932.624; -20773.810 eV in order.
Asked for relative energy (zero: lowest compared OMol25 entry of this formula, charge and spin) across the records above, the calculation gives 122.9; 340.7; 522.0 kJ/mol in order.